The following is a quantum chemistry calculation of 2 unconnected molecules or ions with the total composition C2Cl3FO at a distorted geometry, from the Open Molecules 2025 dataset.

Each line ends with the Mulliken charge.
Cartesian coordinates (Å):
C  1.56739  -0.04781  -0.10501  0.49
C  -1.07449  0.09987  -0.09270  0.22
O  2.40499  0.31122  -0.84665  -0.32
F  1.71818  -0.59029  1.05540  -0.13
Cl  -1.46684  1.61412  -0.64760  -0.05
Cl  -1.61578  -1.32066  -1.03812  -0.09
Cl  -1.53345  -0.06645  1.67468  -0.12

net charge = 0
multiplicity = 1
LUMO (alpha / beta) = -1.44 / -1.29 eV
ΔE to the lowest compared entry with this formula, charge and spin = 325.0 kJ/mol

The following is a quantum chemistry calculation of a molecular structure, C12H15N8O2PbS3 at a distorted geometry, from the Open Molecules 2025 dataset.

Each line ends with the Mulliken charge.
Cartesian coordinates (Å):
Pb  -18.02345  -5.24470  -8.21029  1.07
N  -21.15543  -4.19799  -8.12811  -0.48
N  -21.67338  -4.27179  -9.49390  -0.17
C  -20.92363  -4.90296  -10.48241  0.47
N  -21.50649  -5.05108  -11.68630  -0.34
N  -19.68608  -5.28673  -10.14928  -0.51
N  -18.85896  -5.88424  -11.12588  1.27
O  -17.77612  -6.13387  -10.63019  -0.68
O  -19.15850  -6.05625  -12.32088  -0.60
H  -21.71414  -4.88240  -7.58806  0.28
H  -21.39265  -3.26832  -7.82029  0.28
H  -22.62119  -3.91807  -9.68076  0.20
H  -22.27990  -4.44180  -11.93410  0.26
H  -20.87581  -5.32089  -12.44091  0.27
C  -14.81652  -7.21917  -11.13477  -0.88
C  -14.24619  -6.44481  -9.89234  -0.44
C  -15.07295  -5.46275  -9.27599  0.57
N  -15.78337  -4.64894  -8.82487  -0.47
H  -14.31214  -8.20717  -11.24042  0.33
H  -14.60327  -6.60163  -12.00546  0.32
H  -15.89930  -7.35596  -11.06897  0.25
H  -13.27578  -5.94573  -10.13254  0.33
H  -13.94360  -7.14086  -9.09303  0.30
S  -14.85507  -2.08557  -2.00410  0.01
C  -15.73891  -2.39020  -3.44799  0.44
S  -17.37059  -2.28633  -3.99328  0.05
C  -16.84186  -2.94426  -5.57011  0.28
N  -15.57313  -3.32502  -5.65148  -0.68
N  -14.94295  -2.93675  -4.41322  0.43
C  -13.55052  -2.93477  -4.20880  0.14
C  -13.24096  -2.34558  -2.84759  0.47
C  -12.21242  -3.11618  -2.13077  -0.48
C  -11.25197  -3.73353  -2.86658  -0.50
C  -11.41483  -4.04515  -4.20782  -0.09
C  -12.57775  -3.66596  -4.90093  -0.68
S  -17.95480  -2.86985  -6.87518  -0.29
H  -12.91338  -1.27419  -2.99929  0.42
H  -12.14765  -3.06065  -1.08304  0.43
H  -10.33724  -4.02913  -2.36659  0.44
H  -10.59833  -4.49045  -4.77019  0.45
H  -12.76596  -3.97556  -5.91816  0.51

net charge = +3
multiplicity = 1
LUMO = -11.42 eV
ΔE to the lowest compared entry with this formula, charge and spin = 0.0 kJ/mol

The following is a quantum chemistry calculation of a molecular structure, C13H23AsF6K2N5O10S at a distorted geometry, from the Open Molecules 2025 dataset.

Each line ends with the Mulliken charge.
Cartesian coordinates (Å):
K  -3.35069  2.44884  1.81845  1.00
K  -4.03598  -0.06211  4.47321  1.01
As  -0.64028  -0.42256  1.32997  2.06
F  -0.50205  -2.15815  1.35017  -0.46
F  0.24810  -0.29655  2.79178  -0.50
F  -0.74314  1.35369  1.28545  -0.63
F  -1.52518  -0.43021  -0.14705  -0.34
F  -2.17354  -0.38103  2.22711  -0.60
F  0.87587  -0.43166  0.45014  -0.47
C  -2.49669  0.72644  -2.84388  -0.66
N  -2.46226  1.64951  -4.02660  0.99
O  -3.53385  2.05616  -4.39384  -0.57
O  -1.38762  1.88089  -4.51329  -0.53
H  -2.41161  1.37633  -1.97916  0.20
H  -1.66965  0.02283  -2.88283  0.21
H  -3.40418  0.13294  -2.87326  0.35
C  -0.24107  4.84510  2.43908  -0.52
N  1.19223  5.14884  2.57050  1.01
O  1.82344  5.41495  1.57911  -0.51
O  1.64108  5.18414  3.69353  -0.53
H  -0.69356  5.50073  1.69794  0.33
H  -0.75203  4.93965  3.39065  0.34
H  -0.29795  3.83288  2.02461  -0.07
C  2.67569  2.22752  1.37644  -0.44
N  2.94970  1.76745  2.77367  1.00
O  2.36810  2.28304  3.70957  -0.57
O  3.90172  1.02458  2.92562  -0.58
H  3.12028  1.50889  0.69925  0.32
H  3.11754  3.21811  1.36298  0.44
H  1.60075  2.14528  1.27203  -0.22
C  1.24143  2.92792  -3.13048  -0.61
C  1.28502  2.06111  -1.86072  0.14
O  1.17847  3.08905  -0.86249  -0.15
S  -0.06856  3.99954  -1.29845  0.92
O  0.11031  5.35087  -0.90307  -0.58
O  -1.24029  3.29756  -0.84374  -0.43
O  0.17264  3.86704  -2.89374  -0.28
H  1.03992  2.39209  -4.05383  0.34
H  2.13581  3.55146  -3.19591  0.34
H  2.16736  1.43444  -1.77623  0.46
H  0.46199  1.34513  -1.94476  -0.14
N  -2.82717  -5.20192  -1.14708  0.01
C  -1.83971  -4.29509  -0.87558  -1.04
C  -2.08980  -3.14617  -1.63119  0.28
C  -3.24851  -3.45075  -2.36907  -0.67
C  -3.71997  -4.67758  -2.03155  -0.53
H  -3.03099  -6.00896  -0.58379  0.23
H  -1.09102  -4.47566  -0.12300  0.48
H  -1.54691  -2.22135  -1.62473  0.44
H  -3.73886  -2.81916  -3.10019  0.37
H  -4.59418  -5.15505  -2.43807  0.38
N  2.02853  -3.99641  0.96988  0.10
C  2.03881  -5.32416  0.60268  -0.60
C  2.84680  -5.98545  1.49000  -0.29
C  3.36504  -5.06420  2.41545  -0.66
C  2.88000  -3.83161  2.02660  -0.35
H  1.48740  -3.26004  0.56037  0.19
H  1.45471  -5.69677  -0.22157  0.38
H  3.10127  -7.03420  1.49625  0.41
H  3.89061  -5.33565  3.31415  0.38
H  2.95667  -2.84254  2.45251  0.44

net charge = +1
multiplicity = 1
LUMO = -5.64 eV

The following is a quantum chemistry calculation of C3H5FS2 in the gas phase at a distorted geometry, from the Open Molecules 2025 dataset.

Each line ends with the Mulliken charge.
Cartesian coordinates (Å):
C  -0.44759  1.20241  1.90703  -0.97
S  0.84537  0.60274  0.78656  0.05
C  -0.19790  -0.13349  -0.34392  0.19
S  -1.82024  -0.34071  -0.31874  -0.26
C  0.58433  -0.95148  -1.36931  -0.26
F  1.91761  -0.67099  -1.29442  -0.29
H  0.14408  1.70213  2.68530  0.32
H  -0.92383  0.35370  2.33005  0.36
H  -1.15672  1.90728  1.52133  0.34
H  0.45506  -2.04555  -1.11957  0.24
H  0.18778  -0.77569  -2.41513  0.27

net charge = 0
multiplicity = 1
LUMO = -0.24 eV
ΔE to the lowest compared entry with this formula, charge and spin = 13.3 kJ/mol

The following is a quantum chemistry calculation of 2 unconnected molecules or ions with the total composition F3NOS at a distorted geometry, from the Open Molecules 2025 dataset.

Each line ends with the Mulliken charge.
Cartesian coordinates (Å):
N  -1.77528  0.52408  0.37552  0.18
O  1.29769  0.56285  0.97562  -0.33
F  -1.61305  -0.80943  0.53932  -0.07
F  -1.69152  0.75225  -0.99363  -0.11
F  2.89144  -1.12182  -0.01949  -0.24
S  1.62098  -0.11947  -0.23043  0.56

net charge = 0
multiplicity = 1
LUMO (alpha / beta) = -1.28 / -1.20 eV
ΔE to the lowest compared entry with this formula, charge and spin = 57.4 kJ/mol

The following is a quantum chemistry calculation of 2 unconnected molecules or ions with the total composition C6H12N2O4 at a distorted geometry, from the Open Molecules 2025 dataset.

Each line ends with the Mulliken charge.
Cartesian coordinates (Å):
C  -2.39573  -0.20416  -0.53200  0.00
C  -0.96886  -0.26579  0.06171  0.52
C  -2.97433  1.16453  0.10780  -1.25
C  1.38590  0.33501  -0.37852  -0.08
C  1.78158  -1.15444  -0.13766  0.38
C  1.58762  1.41994  0.52146  -0.26
H  -3.10361  -2.07245  -0.01577  0.27
H  -3.46254  -0.84795  1.14111  0.30
H  -2.64573  -0.26741  -1.67269  0.32
H  -4.10746  1.06647  0.22124  0.40
H  -2.54466  2.04109  -0.49165  0.25
H  -2.64468  1.09543  1.14797  0.37
H  -0.42456  0.76818  -1.57114  0.37
H  1.95379  0.72150  -1.31913  0.51
H  2.64261  1.10091  0.99730  0.22
H  0.63696  1.67278  1.21634  0.10
H  0.28177  3.09308  0.71606  0.37
H  3.16564  -2.23610  0.63524  0.40
N  -3.36704  -0.98007  0.07408  -0.71
N  -0.00947  0.21264  -0.79503  -0.21
O  -0.62960  -0.43831  1.25437  -0.69
O  1.20814  -2.10123  -0.63663  -0.55
O  1.85274  2.67234  -0.34973  -0.55
O  2.99259  -1.19954  0.50511  -0.48

net charge = 0
multiplicity = 1
LUMO = -2.79 eV
ΔE to the lowest compared entry with this formula, charge and spin = 859.9 kJ/mol

Please write out number 1 again, unchanged.
The following is a quantum chemistry calculation of 2 unconnected molecules or ions with the total composition C2Cl3FO at a distorted geometry, from the Open Molecules 2025 dataset.

Each line ends with the Mulliken charge.
Cartesian coordinates (Å):
C  1.56739  -0.04781  -0.10501  0.49
C  -1.07449  0.09987  -0.09270  0.22
O  2.40499  0.31122  -0.84665  -0.32
F  1.71818  -0.59029  1.05540  -0.13
Cl  -1.46684  1.61412  -0.64760  -0.05
Cl  -1.61578  -1.32066  -1.03812  -0.09
Cl  -1.53345  -0.06645  1.67468  -0.12

net charge = 0
multiplicity = 1
LUMO (alpha / beta) = -1.44 / -1.29 eV
ΔE to the lowest compared entry with this formula, charge and spin = 325.0 kJ/mol